Record 1
Below is an isolated ion of composition C5H8N and charge +1 at a distorted geometry, with properties calculated with the ωB97M-V functional and the def2-TZVPD basis.

The calculation puts the HOMO energy (alpha / beta) at -14.864 / -13.422 eV. For the gap between HOMO and LUMO (alpha / beta), the calculation gives 10.320 / 7.689 eV. Its energy relative to the best compared isomer or geometry (same formula, charge and spin) is 139.3 kcal per mole. Its maximum force is 1.65 eV/Å.

Geometry as ORCA input:
```
! wB97M-V def2-TZVPD RIJCOSX def2/J DEFGRID3
* xyz 1 1
C 2.25 0.21 -0.14
C 1.16 0.80 0.25
C 0.18 -1.18 -0.76
C -0.12 0.11 -0.07
C -1.39 0.89 -0.22
N -0.25 -1.21 0.63
H 3.29 0.04 -0.29
H 1.17 1.76 0.77
H -0.40 -1.67 -1.52
H -1.25 1.64 -1.00
H -1.67 1.40 0.70
H -2.21 0.24 -0.54
H -1.19 -1.53 0.86
H 0.43 -1.49 1.34
*
```

=====

Record 2
Below is one molecule with the formula C6H10 at a distorted geometry, with properties calculated with the ωB97M-V functional and the def2-TZVPD basis.

The calculation puts the HOMO energy at -8.690 eV. For the gap between HOMO and LUMO, the calculation gives 9.656 eV. Its SMILES is C=CC(=C)CC. Its energy relative to the best compared isomer or geometry (same formula, charge and spin) is 47.8 kcal per mole. Its maximum force is 4.58 eV/Å.

Geometry as ORCA input:
```
! wB97M-V def2-TZVPD RIJCOSX def2/J DEFGRID3
* xyz 0 1
C 0.66 -0.94 2.06
C -0.03 0.01 1.42
C -0.74 -0.16 0.12
C -1.30 -1.35 -0.20
C -0.57 0.86 -0.99
C 0.97 1.14 -1.30
H 1.48 -0.60 2.68
H 0.54 -2.01 1.91
H -0.02 1.04 1.77
H -1.22 -2.23 0.43
H -1.64 -1.27 -1.27
H -1.01 1.85 -0.82
H -0.98 0.55 -1.95
H 1.36 1.40 -0.29
H 1.33 0.08 -1.33
H 1.16 1.63 -2.23
*
```

=====

Record 3
Below is one molecule with the formula C3H2O4 at a distorted geometry, with properties calculated with the ωB97M-V functional and the def2-TZVPD basis.

The calculation puts the HOMO energy at -10.921 eV. For the gap between HOMO and LUMO, the calculation gives 9.978 eV. Its SMILES is O=COC(=O)C=O. Its energy relative to the best compared isomer or geometry (same formula, charge and spin) is 32.1 kcal per mole. Its maximum force is 3.65 eV/Å.

Geometry as ORCA input:
```
! wB97M-V def2-TZVPD RIJCOSX def2/J DEFGRID3
* xyz 0 1
O 2.05 1.17 1.09
C 1.25 0.77 0.27
O 1.16 -0.62 -0.08
C -0.05 -0.90 -0.52
O -0.37 -1.86 -1.19
C -1.26 -0.16 0.21
O -1.38 1.02 0.46
H 0.75 1.40 -0.48
H -2.15 -0.82 0.23
*
```

=====

Record 4
Below is one molecule with the formula C3H6O2 at a distorted geometry, with properties calculated with the ωB97M-V functional and the def2-TZVPD basis.

The calculation puts the HOMO energy at -10.356 eV. For the gap between HOMO and LUMO, the calculation gives 11.404 eV. Its SMILES is C1COCO1. Its energy relative to the best compared isomer or geometry (same formula, charge and spin) is 42.6 kcal per mole. Its maximum force is 2.33 eV/Å.

Geometry as ORCA input:
```
! wB97M-V def2-TZVPD RIJCOSX def2/J DEFGRID3
* xyz 0 1
C -0.84 -0.29 -0.66
C -0.33 -0.63 0.78
O 1.08 -0.30 0.78
C 1.09 0.74 -0.18
O 0.37 0.18 -1.31
H -1.20 -1.20 -1.24
H -1.70 0.51 -0.54
H -0.35 -1.72 1.10
H -0.82 0.04 1.56
H 2.11 0.99 -0.51
H 0.58 1.69 0.23
*
```

=====

Record 5
Below is C38H50CoN3O3P2 as an isolated structure, with properties calculated with the ωB97M-V functional and the def2-TZVPD basis.

The calculation puts the HOMO energy (alpha / beta) at -3.910 / -3.846 eV. Its expectation value of S² is 0.934. For the gap between HOMO and LUMO (alpha / beta), the calculation gives 6.616 / 6.551 eV. Its energy relative to the best compared isomer or geometry (same formula, charge and spin) is 4.4 kcal per mole. Its maximum force is 0.70 eV/Å.

Geometry as ORCA input:
```
! wB97M-V def2-TZVPD RIJCOSX def2/J DEFGRID3
* xyz -1 2
Co -0.52 0.38 0.39
C 1.18 4.06 -2.66
C 0.50 2.77 -2.17
C 0.69 1.71 -3.25
P 0.88 2.11 -0.46
C 1.38 3.68 0.42
C 0.23 4.31 1.21
C 2.66 3.57 1.26
C 2.37 1.07 -0.61
C 3.47 1.46 -1.38
C 4.54 0.62 -1.63
C 5.72 1.06 -2.46
C 4.47 -0.66 -1.09
C 3.41 -1.07 -0.31
C 2.33 -0.21 -0.01
N 1.22 -0.60 0.70
C 1.28 -1.53 1.71
C 2.46 -1.96 2.36
C 2.43 -2.92 3.35
C 1.23 -3.52 3.77
C 1.22 -4.57 4.85
C 0.07 -3.05 3.19
C 0.07 -2.06 2.21
P -1.47 -1.38 1.55
C -2.62 -1.16 3.01
C -1.99 -0.81 4.36
C -3.71 -0.13 2.68
C -2.29 -2.86 0.77
C -1.29 -3.67 -0.06
C -3.52 -2.45 -0.03
H 0.84 4.24 -3.68
H 2.26 3.97 -2.69
H 0.92 4.94 -2.08
H -0.57 2.98 -2.09
H 1.75 1.56 -3.45
H 0.21 2.04 -4.18
H 0.26 0.75 -2.98
H 1.61 4.35 -0.39
H 0.27 4.04 2.27
H -0.75 4.02 0.84
H 0.30 5.40 1.15
H 2.57 2.82 2.04
H 2.84 4.54 1.74
H 3.53 3.33 0.65
H 3.48 2.45 -1.81
H 5.57 2.08 -2.83
H 5.86 0.41 -3.33
H 6.65 1.05 -1.89
H 5.27 -1.37 -1.30
H 3.38 -2.09 0.04
H 3.40 -1.50 2.11
H 3.36 -3.22 3.82
H 2.09 -5.23 4.79
H 0.32 -5.19 4.78
H 1.22 -4.12 5.85
H -0.88 -3.46 3.52
H -3.09 -2.14 3.11
H -1.69 0.24 4.40
H -1.13 -1.43 4.61
H -2.75 -0.95 5.13
H -3.25 0.86 2.57
H -4.43 -0.08 3.50
H -4.25 -0.36 1.76
H -2.62 -3.49 1.60
H -0.77 -3.05 -0.79
H -1.82 -4.44 -0.62
H -0.54 -4.14 0.57
H -3.29 -1.65 -0.73
H -4.33 -2.09 0.62
H -3.90 -3.30 -0.59
C -4.11 3.04 -2.26
C -3.67 2.77 -0.96
C -2.79 1.74 -0.71
C -2.28 0.92 -1.74
C -2.73 1.21 -3.05
C -3.62 2.25 -3.28
N -1.33 -0.02 -1.42
C -1.01 -1.05 -2.31
C -1.97 -1.73 -3.08
C -1.62 -2.80 -3.89
C -0.30 -3.23 -3.97
C 0.66 -2.56 -3.22
C 0.31 -1.48 -2.41
H -4.81 3.85 -2.45
H -4.03 3.37 -0.13
H -2.48 1.57 0.32
H -2.35 0.65 -3.89
H -3.92 2.45 -4.31
H -3.01 -1.43 -3.03
H -2.39 -3.30 -4.46
H -0.02 -4.07 -4.59
H 1.70 -2.86 -3.26
H 1.07 -0.97 -1.84
O -0.78 1.43 2.18
N 0.12 1.68 3.07
O -0.22 2.34 4.06
O 1.26 1.25 2.92
*
```

=====

Record 6
Below is a 2-piece molecular cluster, C8H9FO6 overall at a distorted geometry, with properties calculated with the ωB97M-V functional and the def2-TZVPD basis.

The calculation puts the HOMO energy (alpha / beta) at -4.931 / -7.710 eV. Its expectation value of S² is 2.024. For the gap between HOMO and LUMO (alpha / beta), the calculation gives 5.047 / 4.945 eV. Its maximum force is 4.11 eV/Å.

Geometry as ORCA input:
```
! wB97M-V def2-TZVPD RIJCOSX def2/J DEFGRID3
* xyz 0 3
C 0.21 0.15 0.40
C -0.48 -1.05 0.27
C -0.37 1.33 0.17
C -1.88 -1.08 0.27
C -1.78 1.36 -0.08
C -2.45 0.13 0.09
C 3.29 -0.92 -0.73
C 2.77 0.21 0.07
O 0.15 -2.34 0.34
O 0.29 2.52 0.13
O -2.57 -2.22 0.24
O -2.43 2.45 -0.37
O -3.83 0.21 -0.03
O 2.84 1.42 -0.43
F 2.90 0.05 1.42
H 4.16 -0.69 -1.37
H 3.22 -1.80 -0.14
H 2.58 -1.15 -1.51
H 0.82 -2.34 1.04
H -0.36 3.13 0.29
H -1.79 -2.93 0.39
H -3.27 2.14 -0.61
H -4.14 -0.74 0.20
H 2.12 2.13 -0.04
*
```